115
Properties=species:S:1:pos:R:3:forces:R:3 method="wB97M-V/def2-TZVPD" lumo_energy_ev=0.189 relative_energy_kcal_mol=0.0 orbital_gap_ev=8.26 e_tot_ha=-5833.95706
Na -0.3604 1.2862 0.1828 0.07 0.18 -0.23
Cl -1.2670 3.8734 -0.8219 -0.12 -0.05 0.02
C -2.6386 4.7758 -0.2092 0.01 0.11 -0.03
C -2.6508 6.1320 -0.5017 0.07 -0.06 -0.03
C -3.6870 6.9220 -0.0352 -0.05 0.01 0.03
C -4.6968 6.3453 0.7210 0.01 0.01 -0.01
C -4.6720 4.9861 0.9923 0.01 -0.01 -0.01
C -3.6470 4.1563 0.5261 -0.16 0.03 0.06
P -3.5400 2.3719 0.9669 0.18 0.03 -0.06
C -5.1024 2.0871 1.8787 -0.05 -0.02 -0.02
C -5.0101 1.7490 3.2256 0.00 -0.01 -0.03
C -6.1601 1.4974 3.9672 0.06 0.00 0.03
C -7.4039 1.5720 3.3634 -0.04 0.00 -0.02
C -7.5055 1.8888 2.0118 0.02 0.00 0.00
C -6.3613 2.1395 1.2730 0.06 0.00 0.08
C -3.9554 1.5598 -0.6233 -0.01 -0.06 -0.06
C -4.3865 2.2163 -1.7736 0.00 -0.05 0.04
C -4.7537 1.4881 -2.8998 0.00 0.02 0.01
C -4.6997 0.1020 -2.8810 -0.01 -0.01 -0.01
C -4.2547 -0.5595 -1.7436 0.00 0.02 0.04
C -3.8721 0.1628 -0.6233 0.00 0.01 0.03
H -1.8437 6.5547 -1.0861 -0.03 -0.01 0.02
H -3.6986 7.9816 -0.2583 0.00 -0.04 0.01
H -5.5101 6.9515 1.1006 0.02 -0.01 -0.01
H -5.4687 4.5540 1.5835 0.03 0.00 -0.02
H -4.0324 1.6461 3.6820 -0.05 -0.01 0.01
H -6.0782 1.2250 5.0127 0.01 0.01 -0.04
H -8.2990 1.3683 3.9394 0.03 0.01 -0.02
H -8.4783 1.9303 1.5364 0.03 0.00 0.01
H -6.4363 2.3708 0.2173 -0.02 0.00 -0.02
H -4.4513 3.2978 -1.7906 0.00 0.01 -0.01
H -5.0929 2.0077 -3.7888 0.01 -0.01 0.03
H -4.9934 -0.4646 -3.7580 0.01 0.03 0.04
H -4.1884 -1.6413 -1.7338 0.00 0.05 0.01
H -3.4951 -0.3484 0.2590 -0.03 0.02 -0.07
C -1.1358 1.6673 4.2520 0.08 0.02 -0.01
C -0.4378 0.7629 3.2490 -0.03 -0.03 0.09
C 0.5519 -0.1767 3.9292 -0.03 0.01 0.02
O 0.2736 1.5916 2.2888 -0.04 -0.24 0.12
C -1.4702 -0.1343 2.5009 -0.21 -0.16 0.12
O -2.3219 -0.6670 3.2228 0.16 0.14 -0.22
O -1.3177 -0.2938 1.2523 0.03 0.08 0.17
H -0.3994 2.2161 4.8522 -0.04 -0.02 -0.03
H -1.7568 1.0692 4.9163 0.03 0.00 -0.02
H -1.7665 2.3858 3.7259 0.00 0.01 0.01
H 1.3283 0.3915 4.4542 -0.02 -0.02 -0.02
H 1.0217 -0.8193 3.1822 0.02 -0.01 0.02
H 0.0272 -0.8061 4.6504 0.03 0.05 -0.06
H 0.7932 2.2288 2.7856 -0.03 0.09 0.05
C 5.2691 2.0417 -4.5031 -0.01 0.00 0.01
C 5.5423 0.6607 -3.9126 -0.02 0.02 0.01
C 4.3176 -0.2538 -3.9156 0.01 0.00 0.00
C 3.1469 0.2677 -3.0946 0.09 0.01 0.06
N 3.5286 0.3723 -1.6897 0.00 0.15 -0.09
C 3.0297 1.2424 -0.8095 -0.02 -0.08 0.11
S 1.8629 2.4119 -1.2266 0.00 -0.01 -0.04
N 3.4681 1.2026 0.4630 0.04 -0.18 -0.18
C 4.4791 0.3598 1.0846 0.03 0.09 -0.04
C 3.9598 -0.2603 2.3754 -0.02 0.04 0.01
C 5.0446 -0.9512 3.1960 0.03 -0.02 -0.01
C 5.6334 -2.1925 2.5310 -0.03 0.00 -0.02
H 6.1851 2.6330 -4.5588 -0.04 -0.03 0.00
H 4.5527 2.6035 -3.8983 0.04 -0.03 -0.03
H 4.8612 1.9597 -5.5151 0.02 0.01 0.05
H 5.9137 0.7732 -2.8889 0.00 -0.01 -0.02
H 6.3417 0.1709 -4.4740 -0.01 0.01 -0.01
H 4.5899 -1.2509 -3.5509 0.00 0.02 -0.01
H 3.9634 -0.3906 -4.9421 0.01 0.00 0.02
H 2.2987 -0.4083 -3.1985 -0.12 -0.08 0.02
H 2.8218 1.2490 -3.4261 0.00 0.06 0.00
H 4.1061 -0.3804 -1.3528 0.05 -0.05 0.06
H 2.9990 1.8638 1.0551 -0.07 0.09 0.11
H 5.3666 0.9625 1.3040 0.03 0.03 -0.02
H 4.8015 -0.4146 0.3922 -0.03 0.01 -0.03
H 3.1490 -0.9550 2.1432 -0.04 -0.03 -0.02
H 3.5096 0.5356 2.9764 -0.01 0.00 0.01
H 4.6183 -1.2350 4.1606 0.01 0.01 0.00
H 5.8436 -0.2340 3.4117 -0.01 -0.01 0.00
H 4.8586 -2.9443 2.3580 0.02 0.02 -0.01
H 6.3977 -2.6475 3.1622 -0.01 0.01 -0.02
H 6.1019 -1.9600 1.5702 -0.02 -0.01 0.03
C 4.6390 -4.0024 -2.5554 0.00 0.00 -0.01
C 4.8015 -3.4073 -1.3106 -0.06 0.01 0.01
C 3.7186 -2.7907 -0.6953 -0.03 -0.06 -0.04
C 2.4577 -2.7665 -1.2944 0.06 0.03 -0.13
C 2.3116 -3.3634 -2.5447 0.06 0.02 0.04
C 3.3940 -3.9760 -3.1689 0.00 0.02 0.02
As 1.0282 -1.8126 -0.3314 -0.04 -0.04 0.11
C 0.3934 -3.3055 0.7677 0.00 -0.09 0.09
C 1.2431 -4.3474 1.1376 -0.02 -0.01 -0.09
C 0.8112 -5.3336 2.0160 -0.03 0.02 0.00
C -0.4732 -5.2852 2.5393 0.02 0.00 -0.01
C -1.3226 -4.2482 2.1797 0.00 0.01 -0.02
C -0.8962 -3.2624 1.3000 0.11 -0.01 0.03
C -0.2992 -1.7984 -1.7602 -0.05 -0.09 -0.10
C -0.4542 -0.6235 -2.4940 -0.05 -0.05 0.01
C -1.2903 -0.5850 -3.6039 0.02 0.01 0.02
C -1.9786 -1.7247 -3.9891 0.01 -0.05 0.00
C -1.8476 -2.8962 -3.2518 0.01 0.03 -0.02
C -1.0143 -2.9332 -2.1419 -0.01 0.12 0.01
H 5.4781 -4.4832 -3.0442 -0.03 0.02 0.02
H 5.7661 -3.4254 -0.8170 0.00 0.00 0.00
H 3.8502 -2.3329 0.2786 0.01 -0.03 0.04
H 1.3485 -3.3542 -3.0390 0.01 0.00 -0.02
H 3.2609 -4.4362 -4.1411 0.00 0.01 0.03
H 2.2441 -4.4112 0.7292 0.00 0.00 0.01
H 1.4811 -6.1400 2.2898 -0.01 0.02 -0.01
H -0.8076 -6.0482 3.2315 0.00 0.01 -0.01
H -2.3184 -4.1851 2.6011 0.02 0.01 -0.02
H -1.5467 -2.4312 1.0686 -0.06 0.02 -0.01
H 0.0974 0.2721 -2.2213 0.05 -0.01 -0.01
H -1.4067 0.3387 -4.1588 0.00 -0.03 0.02
H -2.6287 -1.6988 -4.8558 0.02 0.00 0.03
H -2.3924 -3.7862 -3.5449 0.01 0.02 0.01
H -0.9091 -3.8495 -1.5752 -0.01 -0.04 0.03